1.
{
  "formula": "C35H58AlN6O2",
  "method": "the ωB97M-V functional and the def2-TZVPD basis",
  "fmax_ev_per_a": 7.62,
  "multiplicity": 1,
  "charge": -1,
  "gap_ev": 6.62,
  "homo_energy_ev": -4.5,
  "elements": ["C", "C", "O", "C", "Al", "C", "C", "O", "C", "C", "C", "C", "C", "C", "H", "H", "H", "H", "H", "H", "H", "H", "H", "H", "H", "H", "H", "H", "H", "H", "C", "C", "C", "C", "N", "H", "H", "H", "H", "H", "H", "H", "C", "C", "C", "C", "N", "H", "H", "H", "H", "H", "H", "H", "C", "C", "C", "C", "N", "H", "H", "H", "H", "H", "H", "H", "C", "C", "C", "C", "N", "H", "H", "H", "H", "H", "H", "H", "C", "C", "C", "C", "N", "H", "H", "H", "H", "H", "H", "H", "C", "C", "C", "C", "N", "H", "H", "H", "H", "H", "H", "H"],
  "positions_angstrom": [[0.209, 1.109, -0.895], [0.723, 2.222, -1.985], [-0.311, 2.720, -2.905], [-1.520, 3.177, -2.203], [-1.167, 4.662, -0.811], [-2.236, 4.418, 0.950], [-3.861, 4.355, 0.742], [-4.588, 5.407, 1.211], [-4.718, 3.130, 0.070], [-5.170, 1.823, 1.010], [-6.063, 0.567, 0.374], [-6.524, 0.675, -1.225], [-6.083, 1.972, -2.181], [-5.168, 3.214, -1.536], [-0.189, 0.180, -1.529], [1.097, 0.673, -0.238], [-0.619, 1.489, -0.157], [1.335, 3.077, -1.434], [1.529, 1.666, -2.668], [-2.218, 3.668, -3.038], [-2.162, 2.329, -1.714], [-1.429, 6.097, -1.500], [0.380, 4.713, -0.355], [-2.003, 5.398, 1.588], [-1.797, 3.524, 1.605], [-4.866, 1.764, 2.161], [-6.372, -0.369, 1.010], [-7.158, -0.208, -1.715], [-6.423, 2.007, -3.319], [-4.869, 4.140, -2.226], [-2.726, -2.715, 3.555], [-2.366, -1.245, 3.384], [-2.261, -0.818, 1.920], [-1.143, -1.471, 1.226], [-0.264, -1.992, 0.676], [-1.946, -3.369, 3.151], [-2.842, -2.953, 4.617], [-3.668, -2.950, 3.049], [-1.423, -1.041, 3.907], [-3.139, -0.640, 3.871], [-2.116, 0.269, 1.880], [-3.201, -1.032, 1.399], [5.200, -3.861, 1.500], [3.682, -3.738, 1.537], [3.178, -2.375, 1.064], [3.578, -1.287, 1.966], [3.898, -0.427, 2.676], [5.676, -3.157, 2.189], [5.502, -4.871, 1.795], [5.585, -3.671, 0.493], [3.328, -3.941, 2.555], [3.255, -4.513, 0.889], [2.083, -2.404, 1.008], [3.541, -2.172, 0.050], [0.262, 4.967, 4.502], [1.727, 5.269, 4.214], [2.039, 5.367, 2.721], [1.867, 4.083, 2.029], [1.726, 3.070, 1.481], [-0.029, 3.986, 4.114], [0.085, 4.963, 5.582], [-0.390, 5.723, 4.054], [2.353, 4.500, 4.683], [1.985, 6.224, 4.689], [3.077, 5.700, 2.599], [1.405, 6.130, 2.255], [-3.536, -0.893, -4.814], [-4.394, -2.152, -4.832], [-5.297, -2.282, -3.606], [-4.532, -2.472, -2.367], [-3.928, -2.616, -1.387], [-2.833, -0.899, -3.975], [-2.952, -0.822, -5.737], [-4.158, 0.004, -4.736], [-3.743, -3.030, -4.919], [-5.023, -2.130, -5.730], [-5.961, -3.143, -3.748], [-5.939, -1.398, -3.518], [-0.328, -3.782, -1.771], [-1.201, -4.278, -2.916], [-0.396, -4.747, -4.127], [0.333, -3.648, -4.774], [0.912, -2.780, -5.282], [0.245, -2.895, -2.059], [-0.951, -3.512, -0.913], [0.375, -4.557, -1.449], [-1.898, -3.483, -3.209], [-1.807, -5.116, -2.553], [-1.083, -5.194, -4.856], [0.306, -5.535, -3.829], [7.774, -0.277, 2.359], [9.088, -0.455, 1.610], [8.956, -1.329, 0.363], [8.619, -2.721, 0.690], [8.348, -3.819, 0.947], [7.404, -1.230, 2.751], [7.914, 0.400, 3.208], [7.005, 0.150, 1.708], [9.838, -0.876, 2.291], [9.452, 0.534, 1.307], [9.908, -1.313, -0.181], [8.200, -0.910, -0.310]],
  "mulliken_charge": [-0.039, -0.373, -0.461, -0.100, 0.188, -0.008, -0.269, -0.622, 0.465, -0.200, -0.464, -0.325, -0.465, -0.233, 0.072, 0.126, -0.150, 0.142, 0.290, 0.151, 0.095, -0.401, -0.230, 0.154, 0.076, 0.329, 0.282, 0.322, 0.278, 0.333, -1.147, -0.634, 0.657, 0.099, -0.508, 0.303, 0.353, 0.298, 0.336, 0.365, -0.141, 0.011, -0.967, -0.658, 0.531, 0.219, -0.541, 0.138, 0.361, 0.306, 0.345, 0.330, -0.311, 0.302, -1.039, -0.460, -0.362, 0.135, -0.316, 0.274, 0.340, 0.280, 0.293, 0.306, 0.316, 0.246, -0.981, -0.530, -0.220, 0.307, -0.425, 0.223, 0.352, 0.286, 0.228, 0.372, 0.333, 0.100, -1.054, 0.124, -0.539, 0.194, -0.455, 0.292, 0.195, 0.293, -0.243, 0.420, 0.338, 0.356, -1.051, -0.453, -0.387, 0.286, -0.468, 0.231, 0.354, 0.307, 0.301, 0.315, 0.294, 0.280]
}

2.
{
  "formula": "C8H24IO4",
  "method": "the ωB97M-V functional and the def2-TZVPD basis",
  "fmax_ev_per_a": 2.36,
  "de_lowest_kj_mol": 0.0,
  "multiplicity": 2,
  "charge": 0,
  "gap_ev": [10.50, 5.49],
  "homo_energy_ev": [-10.1, -10.1],
  "elements": ["I", "C", "C", "O", "H", "H", "H", "H", "H", "H", "C", "C", "O", "H", "H", "H", "H", "H", "H", "C", "C", "O", "H", "H", "H", "H", "H", "H", "C", "C", "O", "H", "H", "H", "H", "H", "H"],
  "positions_angstrom": [[0.185, 0.449, 0.030], [2.785, -4.211, 2.360], [2.114, -2.816, 2.295], [2.462, -2.123, 1.147], [2.492, -4.663, 3.308], [3.871, -4.137, 2.292], [2.357, -4.834, 1.575], [2.358, -2.274, 3.209], [1.026, -2.871, 2.321], [1.865, -1.379, 1.034], [2.030, 4.486, 0.407], [0.718, 4.955, -0.172], [0.215, 3.891, -1.102], [2.273, 5.196, 1.197], [2.886, 4.511, -0.267], [1.867, 3.500, 0.842], [0.833, 5.963, -0.570], [-0.041, 5.025, 0.607], [0.087, 3.050, -0.656], [-1.659, -3.433, 0.866], [-2.556, -2.484, 1.626], [-1.682, -1.686, 2.426], [-0.915, -2.897, 0.277], [-2.177, -4.049, 0.131], [-1.162, -4.129, 1.541], [-3.289, -3.036, 2.214], [-3.129, -1.875, 0.927], [-1.208, -1.165, 1.775], [-2.486, 1.198, -3.409], [-1.204, 1.954, -3.815], [-0.149, 1.020, -3.686], [-2.537, 0.332, -4.068], [-3.422, 1.748, -3.510], [-2.430, 0.854, -2.376], [-0.964, 2.808, -3.181], [-1.380, 2.230, -4.855], [-0.032, 0.893, -2.741]],
  "mulliken_charge": [0.190, -1.165, 0.179, -0.456, 0.343, 0.322, 0.294, 0.264, 0.039, 0.177, -0.863, -0.297, -0.389, 0.346, 0.238, 0.216, 0.320, 0.247, 0.060, -0.880, -0.191, -0.444, 0.239, 0.381, 0.211, 0.304, 0.228, 0.133, -0.852, -0.085, -0.466, 0.277, 0.332, 0.181, 0.148, 0.283, 0.140]
}